# 1
Here is a structure of composition C40H52FeN3OP2S from OMol25. Energies are from the ωB97M-V functional and the def2-TZVPD basis.

Geometry (Å):
1 Fe 0.00406 0.66760 0.06266
2 C -0.50742 -4.96830 0.84733
3 C 0.69315 -4.09652 0.45892
4 C 1.51764 -3.76104 1.70672
5 P 0.26921 -2.59359 -0.59241
6 C -1.94709 -3.28214 -1.29613
7 C -3.34841 -3.48275 -0.67849
8 C -2.09077 -2.27451 -2.43156
9 C 2.11028 -1.89968 -0.53704
10 C 2.93003 -2.69412 -1.35945
11 C 4.15223 -2.28446 -1.86390
12 C 4.56679 -0.96827 -1.63821
13 C 3.77262 -0.14995 -0.85775
14 C 2.58679 -0.60797 -0.24805
15 N 1.84811 0.26141 0.60802
16 C 2.46508 1.01714 1.53419
17 C 3.85420 0.97666 1.86541
18 C 4.39186 1.83430 2.80547
19 C 3.60111 2.75137 3.50905
20 C 2.23284 2.72759 3.28070
21 C 1.66405 1.88854 2.33214
22 P -0.11695 1.57981 2.22574
23 C -0.27959 0.74511 3.89485
24 C -1.68847 0.21611 4.24487
25 C 0.76068 -0.36866 4.06747
26 C -0.88001 3.23336 2.65537
27 C -0.31495 4.42041 1.86046
28 C -2.41426 3.20457 2.48629
29 H -0.15078 -5.92928 1.24504
30 H -1.15901 -5.17020 -0.00170
31 H -1.10841 -4.49660 1.63165
32 H 1.31425 -4.68979 -0.21510
33 H 1.01098 -3.00798 2.32185
34 H 2.49961 -3.36246 1.45027
35 H 1.65699 -4.65892 2.32817
36 H -1.60166 -4.24666 -1.70311
37 H -3.77941 -2.52090 -0.35273
38 H -3.34600 -4.15750 0.18778
39 H -4.08893 -3.89926 -1.39739
40 H -2.10198 -1.24245 -2.05241
41 H -3.02401 -2.41342 -3.01468
42 H -1.25207 -2.33540 -3.12913
43 H 2.55008 -3.67632 -1.65279
44 H 4.75421 -2.95861 -2.46752
45 H 5.48211 -0.58679 -2.08003
46 H 4.06381 0.88618 -0.70139
47 H 4.49407 0.25258 1.38162
48 H 5.45775 1.78511 3.00540
49 H 4.03432 3.43080 4.23081
50 H 1.58889 3.36603 3.88406
51 H -0.03997 1.54772 4.59555
52 H -1.79458 -0.82615 3.95597
53 H -2.49762 0.77126 3.76470
54 H -1.85276 0.26799 5.32689
55 H 0.71605 -1.07765 3.23790
56 H 0.56795 -0.91313 4.99973
57 H 1.77820 0.02215 4.10197
58 H -0.64780 3.38726 3.70945
59 H -0.71458 4.44158 0.84623
60 H 0.77165 4.39597 1.78333
61 H -0.60850 5.35147 2.35697
62 H -2.69677 2.78830 1.51112
63 H -2.81384 4.22524 2.53473
64 H -2.91454 2.62081 3.26103
65 S -0.32828 4.61397 -1.89061
66 C 1.32790 4.45820 -1.48031
67 C 1.59323 3.30668 -0.80451
68 C 0.43979 2.48116 -0.59352
69 C -0.65393 3.08547 -1.13427
70 C -1.95350 2.45814 -1.01095
71 C -3.18071 3.06217 -1.29742
72 C -4.35184 2.36755 -1.07379
73 C -4.28787 1.08938 -0.56732
74 C -3.03478 0.55739 -0.31530
75 N -1.89543 1.21279 -0.53652
76 H 2.01905 5.24788 -1.75654
77 H 2.59247 3.05980 -0.45256
78 H -3.18812 4.07608 -1.67743
79 H -5.31171 2.82417 -1.28522
80 H -5.17802 0.50630 -0.37891
81 H -2.92987 -0.45060 0.06712
82 C -0.09963 -0.91981 -6.82304
83 C 0.00348 -0.47103 -5.39175
84 C 0.96056 -0.97568 -4.53591
85 C 1.01105 -0.53725 -3.21621
86 N 0.16607 0.36296 -2.71162
87 C -0.74469 0.85771 -3.54911
88 C -0.86208 0.48004 -4.87348
89 H 0.62522 -1.70382 -7.04087
90 H 0.08308 -0.08538 -7.50582
91 H -1.09835 -1.30699 -7.03743
92 H 1.67091 -1.72306 -4.87197
93 H 1.76614 -0.92825 -2.54785
94 H -1.42344 1.60139 -3.14362
95 H -1.63354 0.92588 -5.49450
96 C -1.34849 -1.82044 1.45242
97 O -0.28654 -1.47621 0.58773
98 H -2.00702 -2.54216 0.99278
99 H -1.89699 -0.91453 1.69581
100 H -0.94461 -2.24294 2.37564

Forces on atoms 1 to 3 (eV/Å):
-0.1 0.1 0.3
0.0 -0.1 0.0
-0.2 0.0 0.3

Computed properties:
Relative energy (zero: lowest compared OMol25 entry of this formula, charge and spin), eV: 3.642
Kohn-Sham gap, eV: 4.83
Spin multiplicity: 1
Net charge: -1
LUMO, eV: 2.41
Highest occupied orbital energy, hartree: -0.089

Here are the Mulliken charges for atoms 1 to 2, given in e:
1 Fe -0.052
2 C -1.427

---

# 2
Here is a structure of composition C40H53N4O4PPtS2Se2 at a distorted geometry from OMol25. Energies are from the ωB97M-V functional and the def2-TZVPD basis.

Geometry (Å):
1 Pt 0.17228 -0.48180 0.35315
2 O 5.30828 2.92933 2.22069
3 C 4.62664 3.49195 1.09218
4 C 3.36612 2.68251 0.76682
5 C 2.58680 2.42715 2.06902
6 O 2.54442 3.57778 2.91316
7 C 3.78658 1.38383 0.13227
8 Se 2.37235 0.17730 -0.50838
9 C 2.55735 3.50983 -0.23741
10 Se 1.67558 2.42186 -1.60858
11 H 6.24412 3.12438 2.14114
12 H 5.28375 3.50101 0.21551
13 H 4.33924 4.52366 1.31874
14 H 3.03965 1.58581 2.60352
15 H 1.55853 2.16085 1.83742
16 H 3.42682 3.67801 3.28598
17 H 4.44268 0.81751 0.79990
18 H 4.32567 1.58658 -0.79511
19 H 3.21741 4.20737 -0.76006
20 H 1.80701 4.09586 0.29435
21 S -0.35687 -0.94576 2.86864
22 C -1.99130 -0.40324 2.74565
23 C -2.62066 0.19821 3.84536
24 C -3.95855 0.56534 3.82151
25 C -4.55504 1.13246 4.99674
26 N -5.02535 1.56724 5.95407
27 C -4.71062 0.37048 2.65212
28 C -4.08704 -0.16731 1.52683
29 C -2.75027 -0.55604 1.54095
30 S -2.03648 -1.24488 0.10154
31 C -6.10476 0.69320 2.61568
32 N -7.23168 0.93590 2.59330
33 H -2.04159 0.36935 4.74244
34 H -4.65953 -0.28335 0.61515
35 C 2.83201 -5.52127 -1.79466
36 C 1.92360 -4.28574 -1.80953
37 C 2.65248 -3.14652 -2.53435
38 C 0.69221 -4.60903 -2.66569
39 P 1.32571 -3.64403 -0.11066
40 N 0.82429 -2.22539 -0.36930
41 C 0.05641 -4.91429 0.54468
42 C -0.19994 -4.59606 2.02550
43 C 0.41208 -6.40174 0.41936
44 C -1.28619 -4.69705 -0.17058
45 C 2.82913 -3.72317 1.08468
46 C 4.05349 -3.10304 0.39582
47 C 2.51373 -2.79460 2.26642
48 C 3.25161 -5.09348 1.62446
49 H 3.02527 -5.81996 -2.83222
50 H 2.38374 -6.37502 -1.28906
51 H 3.79911 -5.32275 -1.33480
52 H 2.76698 -3.42194 -3.58890
53 H 3.64544 -2.95385 -2.13365
54 H 2.07543 -2.22532 -2.46390
55 H 1.00705 -4.69170 -3.71163
56 H -0.05161 -3.81506 -2.59403
57 H 0.23224 -5.55691 -2.38934
58 H 0.62840 -4.88847 2.67054
59 H -1.07990 -5.16072 2.35096
60 H -0.41311 -3.53478 2.17959
61 H 1.36706 -6.66574 0.87030
62 H 0.41529 -6.73756 -0.61837
63 H -0.36446 -6.97671 0.93735
64 H -1.50375 -3.63916 -0.29189
65 H -2.08099 -5.12707 0.44753
66 H -1.32930 -5.18635 -1.14176
67 H 3.80846 -2.14279 -0.05816
68 H 4.49209 -3.74969 -0.36270
69 H 4.82149 -2.92916 1.15822
70 H 2.21022 -1.80933 1.91462
71 H 3.42547 -2.67692 2.86551
72 H 1.73032 -3.16746 2.91906
73 H 3.47828 -5.80911 0.83290
74 H 2.50408 -5.53308 2.28232
75 H 4.16544 -4.96258 2.21752
76 C -7.16657 3.48202 -3.57429
77 C -6.77660 3.52569 -2.11949
78 C -7.76559 3.57332 -1.14309
79 C -7.41748 3.58754 0.19882
80 C -6.08828 3.56404 0.57320
81 C -5.07801 3.53676 -0.39254
82 N -3.73172 3.44084 -0.05540
83 C -3.11079 3.84334 1.11014
84 C -3.62762 4.85626 1.93017
85 C -2.96135 5.25125 3.07566
86 C -1.76208 4.65572 3.44236
87 C -1.23560 3.66526 2.62876
88 C -1.87568 3.25204 1.46433
89 C -1.23819 2.14377 0.64569
90 O -0.22703 1.58247 1.19961
91 O -1.73232 1.83478 -0.44458
92 C -5.42755 3.51548 -1.75687
93 C -4.36280 3.45548 -2.81967
94 H -8.24988 3.41717 -3.68000
95 H -6.72158 2.62284 -4.08139
96 H -6.82750 4.37398 -4.10870
97 H -8.80912 3.57159 -1.43832
98 H -8.18281 3.57355 0.96432
99 H -5.82505 3.51056 1.61973
100 H -3.14403 2.74872 -0.54715
101 H -4.55033 5.34626 1.65066
102 H -3.39179 6.03396 3.69070
103 H -1.24873 4.95388 4.34744
104 H -0.30412 3.17643 2.88091
105 H -3.37838 3.68259 -2.41754
106 H -4.57291 4.16435 -3.62436
107 H -4.30543 2.46041 -3.27024

Forces on atoms 1 to 3 (eV/Å):
1.3 0.6 0.4
0.0 -0.1 0.0
0.0 0.1 -0.1

Computed properties:
Relative energy (zero: lowest compared OMol25 entry of this formula, charge and spin), eV: 3.394
Kohn-Sham gap (alpha / beta), eV: 4.36 / 4.36
Spin multiplicity: 1
Net charge: -2
LUMO (alpha / beta), eV: 3.54 / 3.54
Highest occupied orbital energy (alpha / beta), hartree: -0.030 / -0.030

Here are the Mulliken charges for atoms 1 to 2, given in e:
1 Pt 0.710
2 O -0.559

---

# 3
Here is a structure of composition C40H54BClIN9OSTi from OMol25. Energies are from the ωB97M-V functional and the def2-TZVPD basis.

Geometry (Å):
1 Ti -0.42665 -0.35664 0.72571
2 C -1.49566 -4.99587 0.49230
3 C -2.13434 -3.74445 -0.11965
4 C -2.83436 -2.89463 0.93248
5 C -1.16835 -2.99913 -1.00308
6 C -0.73041 -3.45582 -2.23301
7 C 0.06396 -2.45745 -2.78485
8 C 0.86523 -2.65453 -4.05218
9 C 1.86466 -3.79396 -3.77689
10 C 1.62308 -1.47763 -4.65840
11 N 0.07263 -1.42672 -1.92104
12 N -0.64127 -1.77382 -0.78812
13 B 0.34912 0.07907 -2.15700
14 N -0.96051 0.85071 -1.87687
15 N -1.48889 0.79884 -0.61356
16 C -2.66359 1.46403 -0.62704
17 C -2.88031 1.93599 -1.91165
18 C -1.80034 1.52432 -2.68201
19 C -1.68660 1.69747 -4.17223
20 C -0.45525 2.46386 -4.65430
21 C -1.85562 0.34683 -4.87785
22 C -3.56333 1.64077 0.55837
23 C -3.46249 3.07538 1.08784
24 C -5.00795 1.28696 0.19979
25 N 1.48098 0.52804 -1.17974
26 N 1.53965 0.02156 0.09734
27 C 2.75772 0.32294 0.60048
28 C 3.46641 1.03096 -0.36002
29 C 2.63827 1.14204 -1.47178
30 C 2.90705 1.87597 -2.74976
31 C 4.39435 1.87341 -3.09394
32 C 2.37197 3.30738 -2.61539
33 C 3.27659 -0.11535 1.94733
34 C 4.77625 0.15453 2.06047
35 C 2.54290 0.50706 3.13705
36 H -2.25012 -5.56581 1.03548
37 H -0.69957 -4.72721 1.18675
38 H -1.07316 -5.64244 -0.27639
39 H -2.89998 -4.09493 -0.81799
40 H -2.18276 -2.67583 1.77762
41 H -3.69693 -3.43499 1.32295
42 H -3.20165 -1.95141 0.51975
43 H -0.96674 -4.40619 -2.68218
44 H 0.14983 -3.01704 -4.79621
45 H 2.58270 -3.48885 -3.01240
46 H 2.41638 -4.02807 -4.68656
47 H 1.36882 -4.70117 -3.43656
48 H 2.35902 -1.07317 -3.95885
49 H 0.97473 -0.67184 -4.99633
50 H 2.16754 -1.84222 -5.52911
51 H 0.68562 0.28290 -3.26107
52 H -3.73083 2.49530 -2.26285
53 H -2.55450 2.30824 -4.43052
54 H 0.46084 1.88617 -4.54305
55 H -0.34086 3.40599 -4.11821
56 H -0.57212 2.69513 -5.71292
57 H -1.09280 -0.36692 -4.56246
58 H -1.77213 0.47706 -5.95685
59 H -2.83238 -0.08699 -4.66205
60 H -3.24303 0.95133 1.33523
61 H -3.83056 3.78514 0.34523
62 H -2.43216 3.34863 1.32631
63 H -4.06637 3.18825 1.98954
64 H -5.40168 1.95748 -0.56516
65 H -5.64190 1.38191 1.08151
66 H -5.08776 0.26425 -0.17062
67 H 4.47629 1.39106 -0.28043
68 H 2.36480 1.37602 -3.55290
69 H 4.97088 2.44038 -2.36075
70 H 4.54895 2.34412 -4.06411
71 H 4.79613 0.86079 -3.13957
72 H 2.92196 3.84489 -1.83965
73 H 1.31129 3.31409 -2.35714
74 H 2.49734 3.84949 -3.55270
75 H 3.12434 -1.19698 1.99285
76 H 4.98560 1.22612 2.07662
77 H 5.33251 -0.29462 1.23808
78 H 5.15593 -0.26614 2.99086
79 H 2.59675 1.59755 3.10901
80 H 3.01870 0.18095 4.06332
81 H 1.49366 0.21349 3.18115
82 Cl -1.64415 4.14558 5.91341
83 C -1.63895 2.81451 4.82201
84 C -2.48512 1.76157 5.02400
85 C -2.50946 0.65139 4.14213
86 I -3.86442 -0.88755 4.40396
87 C -1.63256 0.62247 3.09989
88 O -1.56224 -0.31655 2.13571
89 C -0.78454 1.71806 2.86567
90 N -0.06045 1.60591 1.72136
91 C 0.68115 2.63583 1.35534
92 C 0.76803 3.80293 2.12312
93 C 0.06299 3.90806 3.29742
94 C -0.76643 2.84270 3.69715
95 H -3.16052 1.78106 5.86859
96 H 1.22994 2.54565 0.42573
97 H 1.39285 4.61383 1.77682
98 H 0.11958 4.80399 3.90135
99 S 0.74916 -2.36759 1.76887
100 C 0.59441 -2.51252 3.46032
101 N 1.17783 -3.61468 4.02133
102 C 1.11493 -3.88640 5.33920
103 C 0.45350 -3.02406 6.15990
104 C -0.11185 -1.89955 5.54763
105 N -0.04313 -1.65037 4.25149
106 H 1.65998 -4.25148 3.39720
107 H 1.60437 -4.79145 5.67076
108 H 0.37532 -3.20077 7.22087
109 H -0.64572 -1.16657 6.14332

Forces on atoms 1 to 3 (eV/Å):
0.1 0.0 0.8
0.0 0.0 0.0
0.0 0.0 0.0

Computed properties:
Relative energy (zero: lowest compared OMol25 entry of this formula, charge and spin), eV: 0.561
Kohn-Sham gap, eV: 6.91
Spin multiplicity: 1
Net charge: +2
LUMO, eV: -6.44
Highest occupied orbital energy, hartree: -0.490

Here are the Mulliken charges for atoms 1 to 2, given in e:
1 Ti -0.754
2 C -1.316

---

# 4
Here is a structure of composition C40H54BN3RhSSi from OMol25. Energies are from the ωB97M-V functional and the def2-TZVPD basis.

Geometry (Å):
1 Rh -0.59081 1.29862 -0.10762
2 C 1.31878 3.55482 -1.89772
3 C 0.17845 3.56058 -2.70013
4 C -1.07925 3.62698 -2.12752
5 C -1.21260 3.68555 -0.73421
6 C -0.07074 3.68818 0.07185
7 C 1.19781 3.62067 -0.51859
8 H 2.29735 3.49607 -2.35532
9 H 0.28349 3.51101 -3.77593
10 H -1.96417 3.64149 -2.75022
11 H -2.19041 3.80316 -0.28360
12 H -0.16552 3.81076 1.14264
13 H 2.07262 3.64468 0.11749
14 C -6.04951 1.41348 0.69253
15 Si -6.14928 -0.42538 0.40473
16 C -7.33458 -0.74958 -1.00137
17 C -6.68963 -1.29043 1.96818
18 C -4.51565 -1.30066 -0.09522
19 C -4.66645 -2.65785 -0.41394
20 C -3.58225 -3.42522 -0.77868
21 C -2.31887 -2.82565 -0.81418
22 N -2.11982 -1.55968 -0.52386
23 C -3.19297 -0.82036 -0.17627
24 S -2.86979 0.84099 0.16583
25 H -7.06823 1.75887 0.89081
26 H -5.68030 1.95591 -0.17807
27 H -5.43503 1.67898 1.55253
28 H -8.32587 -0.37457 -0.73737
29 H -7.43920 -1.80863 -1.24039
30 H -7.01628 -0.23187 -1.90860
31 H -7.68280 -0.94652 2.26466
32 H -6.00388 -1.07876 2.79115
33 H -6.73802 -2.37380 1.84449
34 H -5.64814 -3.11520 -0.37377
35 H -3.69106 -4.47217 -1.02721
36 H -1.44260 -3.40659 -1.07928
37 C 3.84799 1.33316 3.21538
38 C 2.40574 1.54197 2.74610
39 C 1.88804 2.90212 3.21355
40 C 1.53482 0.39907 3.22670
41 C 1.18106 0.35708 4.57193
42 C 0.46614 -0.70333 5.09144
43 C 0.07183 -1.73532 4.26150
44 C 0.38042 -1.73270 2.90526
45 C -0.08020 -2.89471 2.04572
46 C 0.77881 -4.13978 2.28423
47 C -1.54924 -3.23119 2.31568
48 C 1.13132 -0.66009 2.39637
49 N 1.58036 -0.69266 1.02828
50 B 1.25928 0.13034 -0.09694
51 N 2.13563 -0.28454 -1.15456
52 C 2.89993 -1.34338 -0.66161
53 C 2.58050 -1.58206 0.62531
54 C 2.43349 0.29920 -2.43539
55 C 1.56360 0.09545 -3.51783
56 C 1.85551 0.70198 -4.73735
57 C 2.98766 1.47418 -4.90682
58 C 3.85855 1.62383 -3.84577
59 C 3.61526 1.04487 -2.60000
60 C 4.71406 1.27572 -1.56793
61 C 5.79536 0.19021 -1.62899
62 C 4.27656 1.53687 -0.13218
63 C 0.29383 -0.73934 -3.48978
64 C 0.37252 -2.09007 -2.78393
65 C -0.88806 0.11019 -3.03140
66 H 4.49597 2.12927 2.84555
67 H 4.24410 0.37846 2.86631
68 H 3.89713 1.33681 4.30629
69 H 2.40009 1.53563 1.65708
70 H 1.95870 3.01137 4.29592
71 H 0.84124 3.04632 2.94314
72 H 2.48019 3.70789 2.77417
73 H 1.49478 1.15704 5.22948
74 H 0.22255 -0.73088 6.14563
75 H -0.48238 -2.56342 4.68199
76 H 0.01633 -2.59434 0.99915
77 H 0.68943 -4.47285 3.32038
78 H 1.83334 -3.95385 2.08552
79 H 0.45521 -4.95952 1.64005
80 H -1.70188 -3.56567 3.34164
81 H -1.87887 -4.04586 1.66958
82 H -2.19568 -2.36783 2.14726
83 H 3.61044 -1.85358 -1.28869
84 H 2.98721 -2.31392 1.30201
85 H 1.18103 0.54498 -5.57115
86 H 3.20098 1.93714 -5.86144
87 H 4.76351 2.20516 -3.97719
88 H 5.20031 2.19577 -1.90360
89 H 5.45610 -0.74212 -1.18033
90 H 6.67639 0.51686 -1.07376
91 H 6.09788 -0.01065 -2.65711
92 H 4.00511 0.62380 0.39676
93 H 3.42519 2.21870 -0.10065
94 H 5.09906 2.00162 0.41335
95 H 0.10356 -0.97362 -4.54166
96 H 0.49586 -2.01146 -1.70442
97 H 1.19636 -2.68130 -3.18692
98 H -0.55383 -2.63382 -2.98252
99 H -0.67835 0.50390 -2.02089
100 H -1.81179 -0.46515 -2.97453
101 H -1.03087 0.97424 -3.68118

Forces on atoms 1 to 3 (eV/Å):
0.2 0.0 0.1
0.0 0.0 0.0
0.0 0.0 0.0

Computed properties:
Relative energy (zero: lowest compared OMol25 entry of this formula, charge and spin), eV: 0.545
Kohn-Sham gap (alpha / beta), eV: 8.30 / 4.71
Spin multiplicity: 5
Net charge: +1
LUMO (alpha / beta), eV: -2.08 / -5.68
Highest occupied orbital energy (alpha / beta), hartree: -0.382 / -0.382

Here are the Mulliken charges for atoms 1 to 2, given in e:
1 Rh -2.446
2 C -0.503

---

| no. | energy (eV) |
| --- | --- |
| 1 | -112640.905 |
| 2 | -221391.837 |
| 3 | -113059.748 |
| 4 | -69219.581 |